Below is C49H47BrN9O5Se2Zr as an isolated structure, with properties calculated with ωB97M-V with the def2-TZVPD basis set.

Summary:
E_tot = -277234.114 eV
orbital gap = 7.102 eV
HOMO level = -0.36072 hartree
energy above the lowest of the compared OMol25 structures with the same formula, charge and spin = 59.8 kcal per mole
charge = +1

Each line ends with the Löwdin charge.
CARTESIAN COORDINATES (ANGSTROEM)
N (0.49324, 2.42283, -1.15182)  -0.002
C (3.43192, -2.30671, -0.30667)  -0.017
H (-1.81786, 4.12755, 3.81889)  0.086
H (-8.00174, 3.50455, -0.22617)  0.111
H (4.33035, -2.34694, -0.91030)  0.114
C (-0.30931, 3.15379, -3.31529)  -0.053
H (2.54536, -0.28334, -5.28834)  0.134
C (-4.18667, -0.89316, -4.24228)  -0.261
C (0.49477, -0.57198, -2.96583)  -0.198
H (-1.06112, -1.34495, -4.79457)  0.118
C (-3.32285, 0.99734, 3.73428)  -0.024
C (1.73390, 2.38132, -1.70047)  -0.660
C (1.98553, 2.90061, 2.19664)  -0.659
C (2.58596, -2.41690, -5.07654)  -0.179
H (2.94120, -0.84064, -3.64871)  0.123
C (-4.77976, 3.33568, 0.21148)  -0.062
N (-5.99440, 3.86780, 0.09793)  0.094
N (2.46767, -5.10439, 3.01074)  0.083
Se (3.30606, 2.19217, -0.59862)  0.675
C (-5.09600, -1.46027, -5.29999)  -0.031
H (-1.13781, 3.53346, -3.90147)  0.113
H (2.76710, -0.43769, -1.14446)  0.042
H (0.57502, 0.99429, 5.11876)  0.146
C (1.08027, -2.17379, 1.03711)  -0.156
H (0.12428, -4.65996, 3.79297)  0.123
C (-0.47239, 0.93617, 2.37128)  -0.112
H (1.10920, 3.18618, -4.92963)  0.120
C (1.99114, -3.17901, 1.40388)  -0.102
C (-3.57564, -1.70255, -3.28719)  -0.018
C (0.96740, 2.97890, 4.38676)  -0.015
N (-2.48104, 0.17319, -2.27269)  0.021
H (-2.91022, 2.01775, -3.08234)  0.100
H (7.43918, -0.64214, 0.68921)  0.093
C (7.53709, -0.13450, 1.65136)  -0.068
H (-0.00909, -0.60701, -6.02538)  0.137
H (-3.54114, 3.70000, 3.73086)  0.093
C (3.81049, -2.51324, 3.45088)  -0.031
C (0.93622, 2.97799, -3.87828)  -0.046
C (0.34230, -2.70104, -5.71732)  -0.176
H (3.80885, -4.13886, 0.70632)  0.123
C (-3.93067, 0.47007, -4.16038)  -0.012
C (-6.86935, 1.67220, -0.25910)  -0.664
O (-1.13965, -1.39166, 0.89735)  -0.279
Zr (-0.81131, 0.42059, 0.22795)  1.894
H (-5.08705, -0.84012, -6.19563)  0.083
H (-1.95191, 1.16317, 6.07150)  0.094
C (6.34148, -2.58493, 2.30379)  -0.007
H (-4.38241, 1.16014, -4.86514)  0.120
C (4.50631, -1.34227, 3.24603)  0.019
H (0.19425, -3.44555, -4.92570)  0.134
H (-1.35665, 2.82777, 5.91114)  0.073
C (0.47153, 1.57663, 4.20034)  -0.177
C (1.64691, -4.04834, 2.48216)  -0.230
H (7.76619, 0.91306, 1.48447)  0.094
C (-2.14389, 2.13401, 5.60312)  -0.043
C (-0.89829, 1.50568, 3.53180)  -0.148
H (8.34729, -0.59287, 2.22116)  0.098
H (1.43236, -0.07686, 3.00887)  0.121
N (3.69332, -5.00285, 3.17923)  0.083
C (-0.57935, -3.06705, 2.50133)  0.026
H (2.47711, -3.16077, -4.27921)  0.132
Se (2.91270, 3.93572, 0.82743)  0.683
C (-0.05378, -1.33148, -5.21003)  -0.087
O (6.31175, -0.16054, 2.37270)  -0.072
H (-0.26326, -2.97214, -6.57811)  0.134
H (-2.44493, 3.33546, 2.37755)  0.059
C (5.64909, -3.76580, 2.55784)  -0.027
N (0.90266, -0.92472, -4.16412)  -0.055
C (0.97690, 0.90485, 2.89207)  -0.290
H (6.08755, -4.72920, 2.31873)  0.122
C (1.62978, 3.62314, 3.42842)  -0.086
Br (-8.36107, 0.58585, -0.63467)  0.777
H (2.99975, 2.57215, -3.40543)  0.099
H (-4.81326, -2.47888, -5.56542)  0.083
N (1.76816, 1.68810, 1.96674)  0.007
C (-0.25175, -2.19487, 1.51237)  -0.318
C (-2.21981, 2.00292, 4.08197)  -0.546
H (-6.12423, -1.48880, -4.92971)  0.095
H (-3.41583, 0.85737, 2.66360)  0.056
H (2.84023, -2.48832, 3.93277)  0.124
O (1.69759, -2.70735, -6.14360)  -0.113
H (1.96441, 4.64718, 3.55164)  0.098
C (-4.54952, 1.97094, 0.11519)  -0.118
C (-3.09385, 0.95067, -3.16413)  -0.118
H (-1.59405, -3.06929, 2.88253)  0.128
C (1.98057, 2.61940, -3.04373)  -0.125
C (-3.19635, 1.41191, 0.22606)  -0.609
C (5.75332, -1.36423, 2.62084)  -0.285
C (-7.02176, 3.04880, -0.13347)  -0.155
C (0.37980, -3.97667, 2.98987)  0.000
H (-1.43260, 3.05251, -1.50293)  0.090
C (-0.47976, 2.87528, -1.97102)  -0.151
C (2.53150, -1.24217, -0.46141)  -0.159
H (3.59387, -2.47291, -5.48061)  0.135
C (3.15610, -3.28084, 0.61095)  0.010
H (0.74724, 3.47943, 5.32533)  0.114
H (-3.09365, 2.51262, 5.99001)  0.092
H (-3.95832, 4.02296, 0.39271)  0.126
N (0.08818, -0.24673, -1.93800)  0.117
C (-2.52888, 3.37677, 3.46181)  -0.024
C (-5.61917, 1.11593, -0.12165)  -0.036
H (4.09417, -0.38563, 3.54804)  0.122
C (4.35891, -3.73642, 3.06037)  -0.305
C (2.32459, -1.03100, -4.52420)  -0.099
H (-2.26979, -1.76185, -1.59193)  0.105
O (-2.16999, 2.16509, 0.22480)  -0.151
N (1.37634, -1.18089, 0.14779)  0.074
C (-2.74738, -1.13993, -2.33829)  -0.143
H (-5.45545, 0.04840, -0.19582)  0.125
H (7.33607, -2.63282, 1.87812)  0.107
H (-4.28432, 1.33645, 4.13265)  0.094
H (-3.74989, -2.77372, -3.28266)  0.123
O (-3.00821, 0.16325, 0.28793)  -0.116
H (-3.09402, 0.02150, 4.17201)  0.094



Below is C28H23BrIrN4O4S3 as an isolated structure at a distorted geometry, with properties calculated with ωB97M-V with the def2-TZVPD basis set.

Summary:
E_tot = -148940.151 eV
orbital gap = 6.725 eV
HOMO level = -0.38750 hartree
energy above the lowest of the compared OMol25 structures with the same formula, charge and spin = 27.1 kcal per mole
charge = +1

Each line ends with the natural charge from an NBO analysis.
CARTESIAN COORDINATES (ANGSTROEM)
C (-3.35009, 3.47492, -4.72941)  -0.216
C (-2.57512, -0.89033, -0.58327)  0.037
C (3.54978, 1.02864, 1.57909)  -0.161
C (-3.50573, 2.81419, -5.93865)  -0.198
H (-3.79398, 0.91729, -6.89837)  0.227
N (1.55878, 0.17288, 0.60415)  -0.844
C (-3.47833, 1.37481, -3.55934)  -0.132
C (-3.65461, 0.71641, -4.77334)  -0.188
S (2.71122, -0.97885, 0.18973)  2.311
H (-1.36676, 2.52630, -1.45705)  0.278
H (-1.14309, -6.13553, 4.10158)  0.214
O (-0.34135, -0.64745, 2.55619)  -0.630
H (0.32324, 4.27508, -0.98373)  0.251
H (-1.56341, -5.16236, 6.32872)  0.222
C (1.98437, 3.09124, -1.67132)  -0.265
C (-3.49074, 0.61187, -2.29202)  -0.061
C (4.40378, 1.89423, 2.24159)  -0.143
C (5.39161, -0.36734, 0.85714)  -0.197
H (7.31293, 0.30693, 1.51564)  0.237
H (0.34016, -2.34169, 1.61411)  0.197
S (0.92923, 2.09041, 2.12268)  0.110
C (0.08601, 1.12824, -2.16461)  0.112
H (5.76494, -1.23596, 0.33279)  0.247
Br (-2.49696, 1.90051, 1.34787)  -0.426
C (-0.85656, -2.84429, 3.32138)  -0.168
C (6.24955, 0.50187, 1.52450)  -0.165
C (-0.31701, 2.35784, -1.65233)  -0.298
C (-1.36726, -4.50903, 5.48930)  -0.169
C (4.04570, -0.07824, 0.91428)  -0.236
H (-3.26066, 3.28284, -2.59494)  0.206
C (-0.54651, -1.96650, 2.13582)  0.203
N (1.40381, 0.92797, -2.38171)  -0.469
C (-2.44043, 0.00568, -1.73474)  -0.245
N (-1.65707, -2.00913, 1.18504)  -0.429
C (-3.34001, 2.75852, -3.54148)  -0.154
C (-3.66205, 1.43542, -5.95811)  -0.194
C (-0.87505, -4.22879, 3.15977)  0.385
O (-0.63139, -4.71248, 1.90509)  -0.685
H (-4.44114, 0.52751, -1.76856)  0.235
C (5.76331, 1.61259, 2.20796)  -0.181
H (-3.51755, 3.37355, -6.86402)  0.226
H (-3.24516, 4.55104, -4.70807)  0.223
C (2.09520, 1.09569, 1.41436)  0.134
C (2.34532, 1.86556, -2.16056)  0.103
H (-0.58873, -5.67545, 1.93487)  0.487
H (-2.54852, -2.41378, 1.43658)  0.396
H (-1.06510, -1.23441, 4.69630)  0.238
O (2.82594, -0.98454, -1.24611)  -0.969
C (-1.09307, -2.30818, 4.57954)  -0.154
C (-1.34779, -3.13347, 5.66420)  -0.242
H (1.72071, -0.01735, -2.60960)  0.477
Ir (-0.48479, 0.57692, 1.05161)  0.930
C (-1.13240, -5.06094, 4.23982)  -0.316
H (-3.77497, -0.35935, -4.79100)  0.219
H (4.02061, 2.75572, 2.77150)  0.241
C (0.63348, 3.32527, -1.39829)  -0.064
O (2.47713, -2.20567, 0.87519)  -0.879
H (6.45684, 2.26442, 2.72059)  0.237
H (-3.43313, -1.55818, -0.55123)  0.204
H (2.73775, 3.84158, -1.48988)  0.255
N (-1.64537, -1.00302, 0.28430)  -0.222
S (-0.93450, -0.18300, -2.67232)  0.386
H (-1.52768, -2.70545, 6.64002)  0.222
H (3.36266, 1.56680, -2.36922)  0.249



Below is C2H4N2O3S as an isolated structure at a distorted geometry, with properties calculated with ωB97M-V with the def2-TZVPD basis set.

Summary:
E_tot = -22091.391 eV
orbital gap = 10.282 eV
HOMO level = -0.37197 hartree
energy above the lowest of the compared OMol25 structures with the same formula, charge and spin = 125.7 kcal per mole
charge = 0

Each line ends with the natural charge from an NBO analysis.
CARTESIAN COORDINATES (ANGSTROEM)
N (-0.13119, 1.63572, -0.09766)  -0.726
H (1.99039, 1.40102, 0.46996)  0.389
C (-0.76991, -1.17519, -1.17459)  -0.719
O (-0.90531, 1.25266, 2.37774)  -0.824
O (-0.03646, -0.65536, 0.97067)  -0.678
O (1.59300, -0.69022, -0.56626)  -0.526
C (0.45507, -0.70651, -0.31176)  0.798
H (-0.58558, -2.02750, -1.76551)  0.238
N (1.20108, 1.83480, 0.85293)  -0.672
H (-1.26095, -0.37622, -1.64218)  0.252
H (-1.45677, -1.46845, -0.36563)  0.229
S (-0.09337, 0.97526, 1.25229)  2.239



Below is C30H24N5O4Pt as an isolated structure at a distorted geometry, with properties calculated with ωB97M-V with the def2-TZVPD basis set.

Summary:
E_tot = -50379.569 eV
orbital gap (alpha / beta) = 4.586 / 4.585 eV
HOMO level (alpha / beta) = -0.37611 / -0.37609 hartree
charge = +1

Each line ends with the natural charge from an NBO analysis.
CARTESIAN COORDINATES (ANGSTROEM)
H (-1.19688, -0.69683, -6.29912)  0.228
H (-1.27709, 3.20953, -3.27713)  0.232
C (-2.43675, -3.14280, 1.18384)  -0.273
H (0.13939, 2.40315, 5.66555)  0.245
C (-0.96300, -0.00521, -4.29850)  -0.166
N (-4.48409, -1.74841, 1.16187)  -0.492
H (7.03668, 2.39238, -0.35226)  0.221
H (-1.72859, 1.53877, -7.19621)  0.226
C (-2.55109, -5.54906, 1.52445)  -0.260
H (4.00725, -1.47886, -0.73326)  0.230
C (-1.16399, -5.66090, 1.38040)  -0.159
C (-0.62571, 3.96862, 0.86848)  -0.677
N (-0.40306, 1.64251, 0.01861)  -0.138
N (-0.05075, 0.52985, 2.31581)  -0.415
C (5.03495, 1.68799, -0.12716)  -0.197
N (-0.67934, 1.95059, -1.21322)  -0.388
N (-2.60382, -0.70185, 0.77573)  -0.478
C (-0.14434, 2.59240, 3.56343)  -0.205
H (-5.14608, -2.48007, 1.36606)  0.440
C (0.30168, 0.50431, 4.65828)  -0.230
C (-3.61330, 0.19114, 0.69494)  -0.099
C (-0.71378, 0.89417, -2.02715)  0.612
H (0.25715, 4.54482, 1.14836)  0.258
Pt (-0.25197, -0.23210, 0.47033)  1.603
C (-3.15852, -4.31490, 1.42543)  -0.145
H (-0.69708, -6.63028, 1.45707)  0.226
H (7.91751, 0.20181, -1.09044)  0.221
O (-0.19737, -2.26216, 0.91161)  -0.762
C (-0.38985, 2.51736, 1.07288)  0.237
H (-4.23051, -4.26905, 1.54161)  0.189
C (-3.13215, -1.88950, 1.05150)  0.404
C (6.86993, 0.31425, -0.85008)  -0.188
C (0.22566, -0.12533, 3.43456)  0.089
H (6.39092, -1.73367, -1.28074)  0.219
H (0.52275, -0.06294, 5.54516)  0.251
C (4.67526, -0.63632, -0.65140)  -0.208
C (-1.53339, 2.52107, -5.29899)  -0.205
C (-1.22359, 0.15893, -5.64253)  -0.213
C (-0.99563, -3.23763, 1.05216)  0.489
H (0.38875, -1.19141, 3.32878)  0.248
O (2.11111, -0.39479, 0.21035)  -0.568
C (-0.98608, 1.09909, -3.43972)  -0.098
H (-1.75248, 3.50095, -5.69625)  0.226
H (-0.72985, -0.97293, -3.88352)  0.237
C (4.18882, 0.59281, -0.22671)  -0.081
H (-0.27897, 3.66073, 3.57624)  0.246
O (-0.54793, -0.30622, -1.57760)  -0.641
H (4.65027, 2.64271, 0.19205)  0.233
C (6.01768, -0.77272, -0.95922)  -0.200
C (2.70491, 0.70531, 0.14160)  0.761
C (-1.27028, 2.36841, -3.95207)  -0.169
C (-0.41375, -4.54567, 1.14329)  -0.291
C (0.09613, 1.89638, 4.71483)  -0.113
H (-3.43280, 1.22178, 0.46167)  0.227
C (-0.20927, 1.90869, 2.32199)  0.174
H (-0.85179, 4.15034, -0.17820)  0.269
O (2.21966, 1.81731, 0.33805)  -0.683
C (-1.51472, 1.41976, -6.14517)  -0.157
C (-4.79976, -0.44861, 0.93406)  -0.062
H (-5.80468, -0.07905, 0.95100)  0.240
C (6.37810, 1.54125, -0.43693)  -0.210
H (-1.45959, 4.30792, 1.48620)  0.239
H (-3.14923, -6.42521, 1.71712)  0.223
H (0.65832, -4.60263, 1.02823)  0.226